No. 1
{
  "formula": "C14H15N3O9PSSi2",
  "method": "wB97M-V/def2-TZVPD",
  "total_energy_ha": -2702.50180,
  "fmax_ha_per_bohr": 0.016,
  "orbital_gap_ha": 0.205,
  "total_charge": -1,
  "elements": ["O", "C", "O", "Si", "N", "C", "S", "O", "Si", "P", "O", "O", "H", "H", "H", "H", "H", "C", "C", "C", "C", "C", "C", "N", "O", "O", "H", "H", "H", "H", "H", "C", "C", "C", "C", "C", "C", "N", "O", "O", "H", "H", "H", "H", "H"],
  "xyz": [[2.796, -3.827, -1.243], [1.648, -3.700, -1.707], [0.781, -4.524, -2.036], [1.149, -1.867, -1.753], [2.444, -0.773, -2.330], [3.041, -0.043, -1.590], [3.863, 0.915, -0.646], [-0.206, -1.493, -2.647], [-1.546, -0.895, -1.932], [-3.173, -0.784, -3.521], [-4.384, -0.178, -2.565], [-3.529, -2.387, -3.668], [0.857, -1.381, -0.372], [-1.993, -1.808, -0.835], [-1.337, 0.447, -1.336], [-4.234, -0.308, -1.617], [-3.463, -2.890, -2.846], [4.399, 7.029, -0.091], [4.780, 7.103, 1.243], [5.146, 5.955, 1.926], [5.126, 4.752, 1.248], [4.748, 4.649, -0.077], [4.381, 5.805, -0.747], [5.528, 3.522, 1.966], [5.824, 3.626, 3.140], [5.533, 2.491, 1.330], [4.115, 7.929, -0.621], [4.791, 8.057, 1.753], [5.443, 5.987, 2.964], [4.735, 3.687, -0.568], [4.078, 5.747, -1.783], [-3.613, -5.416, 1.497], [-4.288, -4.895, 2.593], [-4.806, -3.611, 2.549], [-4.636, -2.877, 1.390], [-3.969, -3.374, 0.288], [-3.450, -4.657, 0.346], [-5.178, -1.507, 1.328], [-5.730, -1.069, 2.315], [-5.029, -0.889, 0.291], [-3.207, -6.418, 1.540], [-4.408, -5.488, 3.490], [-5.326, -3.183, 3.392], [-3.857, -2.760, -0.591], [-2.916, -5.060, -0.503]]
}

No. 2
{
  "formula": "C16H47N9O25S2",
  "method": "wB97M-V/def2-TZVPD",
  "total_energy_ha": -3806.96875,
  "smiles": "CCOS(C)(=O)=O.CCOS(C)(=O)=O.C[N+](=O)[O-].C[N+](=O)[O-].C[N+](=O)[O-].C[N+](=O)[O-].C[N+](=O)[O-].C[N+](=O)[O-].C[N+](=O)[O-].C[N+](=O)[O-].C[N+](=O)[O-].CO",
  "fmax_ha_per_bohr": 0.094,
  "orbital_gap_ha": 0.373,
  "elements": ["C", "O", "H", "H", "H", "H", "O", "S", "O", "O", "C", "C", "C", "H", "H", "H", "H", "H", "H", "H", "H", "O", "S", "O", "O", "C", "C", "C", "H", "H", "H", "H", "H", "H", "H", "H", "C", "N", "O", "O", "H", "H", "H", "C", "N", "O", "O", "H", "H", "H", "C", "N", "O", "O", "H", "H", "H", "C", "N", "O", "O", "H", "H", "H", "C", "N", "O", "O", "H", "H", "H", "C", "N", "O", "O", "H", "H", "H", "C", "N", "O", "O", "H", "H", "H", "C", "N", "O", "O", "H", "H", "H", "C", "N", "O", "O", "H", "H", "H"],
  "xyz": [[2.263, -3.034, -8.472], [2.811, -1.769, -8.502], [2.096, -3.522, -7.512], [1.290, -2.927, -8.953], [2.873, -3.658, -9.125], [3.764, -1.872, -8.543], [2.852, -0.650, -0.790], [1.387, -0.680, -0.777], [0.629, -1.915, -0.883], [0.873, 0.157, 0.619], [-0.514, 0.466, 0.831], [-0.778, 0.915, 2.245], [0.736, 0.428, -2.034], [-1.026, -0.423, 0.465], [-0.825, 1.275, 0.170], [-0.627, 0.119, 2.974], [-1.810, 1.249, 2.354], [-0.209, 1.823, 2.448], [-0.333, 0.227, -2.099], [1.201, 0.276, -3.008], [0.914, 1.472, -1.776], [1.135, -5.203, 5.436], [2.014, -5.197, 6.576], [2.392, -6.353, 7.326], [3.519, -4.542, 6.161], [3.635, -3.465, 5.192], [4.927, -2.785, 5.342], [1.485, -3.923, 7.779], [2.781, -2.803, 5.334], [3.613, -3.902, 4.193], [5.038, -1.842, 4.806], [5.648, -3.515, 4.973], [5.236, -2.552, 6.361], [1.503, -2.963, 7.262], [2.243, -3.839, 8.558], [0.529, -4.187, 8.229], [4.713, 3.814, 3.331], [4.154, 5.145, 3.349], [4.745, 6.011, 2.740], [3.238, 5.296, 4.157], [4.518, 3.474, 2.314], [4.182, 3.148, 4.011], [5.779, 3.954, 3.510], [-3.406, -5.556, -2.891], [-3.305, -4.113, -3.255], [-3.690, -3.333, -2.452], [-2.820, -3.869, -4.386], [-2.983, -6.151, -3.700], [-4.439, -5.874, -2.752], [-2.865, -5.605, -1.946], [-1.603, 7.717, -4.459], [-1.192, 6.597, -3.516], [-0.276, 6.936, -2.712], [-1.725, 5.485, -3.660], [-1.711, 8.630, -3.873], [-2.581, 7.423, -4.840], [-0.796, 7.839, -5.181], [-2.981, 1.049, -8.723], [-4.445, 1.088, -8.534], [-4.837, 1.312, -7.426], [-5.171, 0.845, -9.461], [-2.739, 2.112, -8.693], [-2.779, 0.582, -9.686], [-2.484, 0.549, -7.891], [-8.109, 3.483, -1.875], [-7.842, 3.110, -0.462], [-6.862, 3.625, -0.006], [-8.529, 2.268, 0.071], [-7.176, 3.644, -2.415], [-8.622, 4.445, -1.865], [-8.582, 2.626, -2.355], [5.431, 7.720, -2.948], [5.369, 6.451, -3.607], [5.096, 5.482, -2.978], [5.350, 6.531, -4.848], [4.498, 7.886, -2.410], [5.458, 8.459, -3.749], [6.335, 7.807, -2.344], [0.293, 4.238, 9.475], [0.282, 2.924, 8.770], [1.314, 2.471, 8.335], [-0.789, 2.395, 8.686], [-0.727, 4.621, 9.423], [0.998, 4.764, 8.832], [0.736, 4.249, 10.470], [-5.209, -4.019, 3.379], [-6.365, -3.604, 4.117], [-6.121, -3.351, 5.314], [-7.322, -3.113, 3.548], [-4.928, -5.006, 3.745], [-4.351, -3.414, 3.672], [-5.335, -3.990, 2.296], [3.434, -8.009, -1.921], [2.150, -8.635, -2.355], [1.705, -9.549, -1.606], [1.590, -8.245, -3.378], [3.863, -7.548, -2.811], [4.065, -8.823, -1.567], [3.133, -7.282, -1.166]]
}

No. 3
{
  "formula": "C13H21AsN4O4RuS4",
  "method": "wB97M-V/def2-TZVPD",
  "spin_multiplicity": 2,
  "total_energy_ha": -4951.55269,
  "fmax_ha_per_bohr": 0.046,
  "orbital_gap_ha": [0.234, 0.236],
  "total_charge": -1,
  "de_lowest_ev": 1.3094,
  "elements": ["Ru", "N", "C", "C", "C", "N", "C", "C", "N", "C", "H", "H", "H", "H", "H", "H", "H", "H", "H", "H", "H", "H", "H", "H", "H", "H", "S", "As", "S", "S", "S", "O", "C", "O", "C", "O", "O", "C", "C", "C", "N", "C", "C", "H", "H", "H", "H", "H"],
  "xyz": [[-0.928, 0.757, 0.239], [3.491, 0.207, 2.124], [2.748, 0.119, 0.860], [2.597, -1.322, 0.396], [1.590, -1.433, -0.753], [0.201, -1.183, -0.291], [1.951, -0.473, -1.886], [2.235, 0.953, -1.404], [0.961, 1.569, -1.010], [3.262, 0.973, -0.277], [2.198, -0.561, 3.278], [3.503, 1.174, 2.433], [4.457, -0.084, 2.008], [1.760, 0.495, 1.077], [2.294, -1.963, 1.229], [3.561, -1.696, 0.029], [1.647, -2.457, -1.137], [-0.002, -1.702, 0.561], [-0.445, -1.538, -0.983], [1.129, -0.443, -2.610], [2.826, -0.860, -2.416], [2.657, 1.512, -2.247], [0.400, 1.728, -1.844], [1.107, 2.522, -0.658], [3.415, 2.002, 0.060], [4.220, 0.597, -0.656], [0.275, 4.710, -1.237], [-1.624, 3.848, -0.814], [-1.536, 2.747, 1.118], [-1.776, 1.795, -1.714], [-3.304, 5.055, -0.998], [-1.281, -1.851, 4.013], [-0.994, -1.185, 3.030], [-1.618, -1.010, 1.939], [0.338, -0.410, 3.017], [1.370, -1.040, 3.553], [0.428, 0.677, 2.468], [-4.923, -1.608, -1.340], [-3.804, -1.555, -2.154], [-2.659, -0.961, -1.665], [-2.565, -0.463, -0.425], [-3.649, -0.520, 0.359], [-4.842, -1.078, -0.068], [-5.844, -2.050, -1.698], [-3.816, -1.937, -3.165], [-1.784, -0.858, -2.294], [-3.540, -0.111, 1.349], [-5.689, -1.087, 0.604]]
}